Formula: C3H3N2O3S
Source: the Open Molecules 2025 dataset
Level of theory: ωB97M-V/def2-TZVPD

## Properties
F_max	4.91	eV/A
multiplicity	1
ΔE to the lowest compared entry with this formula, charge and spin	4.5621	eV
Kohn-Sham gap	7.8301	eV
charge	-1

Last column: Mulliken charge in e.
CARTESIAN COORDINATES (ANGSTROEM)
C1 -0.293 -1.425 0.386  -0.274
C2 -1.275 -2.095 -0.369  -0.396
C3 -0.499 -0.125 0.024  0.264
N1 -1.985 -1.257 -1.083  -0.442
N2 0.392 1.542 0.987  -0.451
O1 2.017 1.433 -1.067  -0.593
O2 1.887 3.440 0.355  -0.600
O3 -1.487 -0.003 -0.820  -0.039
S1 1.130 2.447 -0.452  0.526
H1 0.431 -1.828 1.061  0.340
H2 -1.489 -3.146 -0.399  0.389
H3 1.172 1.018 1.378  0.277

Formula: C53H41BeN5
Source: the Open Molecules 2025 dataset
Level of theory: ωB97M-V/def2-TZVPD

## Properties
F_max	3.41	eV/A
multiplicity	1
Kohn-Sham gap (alpha / beta)	5.6408 / 5.6371	eV

Last column: Mulliken charge in e.
CARTESIAN COORDINATES (ANGSTROEM)
Be1 -0.023 -0.321 0.521  -0.504
C1 0.549 2.501 7.425  -0.385
C2 1.726 1.903 6.969  -0.670
C3 1.804 1.410 5.711  0.147
C4 0.706 1.357 4.841  -0.860
C5 -0.505 1.890 5.312  0.184
C6 -0.592 2.437 6.613  -0.751
C7 0.798 0.797 3.432  1.607
C8 1.072 1.592 2.365  -0.056
C9 1.696 2.909 2.597  -2.080
C10 2.094 3.322 1.418  -1.681
C11 1.727 2.326 0.420  0.988
C12 2.063 2.477 -0.878  1.965
C13 2.738 3.770 -1.326  -0.548
C14 2.142 4.983 -1.120  -0.082
C15 2.851 6.148 -1.464  -1.075
C16 4.110 6.034 -2.060  -0.333
C17 4.729 4.799 -2.240  -0.993
C18 4.021 3.702 -1.864  -0.052
C19 1.869 1.506 -1.870  -0.135
N1 1.404 0.276 -1.608  -0.265
C20 1.404 -0.370 -2.815  0.313
C21 0.747 -1.615 -2.926  1.982
C22 0.589 -2.115 -4.327  -0.433
C23 1.601 -2.610 -5.116  -0.098
C24 1.297 -3.294 -6.318  -0.801
C25 -0.009 -3.380 -6.764  -0.482
C26 -1.014 -2.838 -5.952  -0.731
C27 -0.714 -2.244 -4.766  -0.152
C28 0.199 -2.323 -1.894  0.815
C29 -0.370 -3.602 -2.083  -1.675
C30 -0.755 -4.080 -0.869  -1.547
C31 -0.489 -3.039 0.073  0.194
N2 0.068 -1.960 -0.561  0.127
C32 -0.651 -3.290 1.460  1.707
C33 -0.365 -2.343 2.358  0.452
C34 -0.326 -2.606 3.810  -1.725
C35 0.045 -1.445 4.400  -1.914
C36 0.279 -0.543 3.257  0.728
N3 0.087 -1.116 2.058  0.869
C37 -1.077 -4.670 1.825  -0.639
C38 -2.344 -4.845 2.409  0.057
C39 -2.727 -6.104 2.823  -0.864
C40 -1.890 -7.214 2.638  -0.458
C41 -0.637 -7.049 2.042  -1.015
C42 -0.253 -5.777 1.669  0.279
C43 1.804 0.510 -3.869  -1.743
C44 2.106 1.713 -3.263  -1.165
N4 1.029 1.303 1.032  0.298
H1 0.507 2.935 8.422  0.355
H2 2.636 1.909 7.608  0.327
H3 2.716 0.926 5.402  0.433
H4 -1.394 1.844 4.645  0.413
H5 -1.545 2.793 6.957  0.403
H6 1.742 3.380 3.577  0.503
H7 2.666 4.202 1.138  0.534
H8 1.192 5.060 -0.608  0.594
H9 2.401 7.135 -1.257  0.363
H10 4.626 6.983 -2.338  0.314
H11 5.732 4.765 -2.654  0.417
H12 4.492 2.727 -1.829  0.435
H13 2.606 -2.560 -4.786  0.503
H14 2.110 -3.745 -6.886  0.379
H15 -0.231 -3.962 -7.634  0.409
H16 -2.059 -3.056 -6.228  0.328
H17 -1.510 -1.909 -4.058  0.401
H18 -0.497 -4.125 -3.015  0.470
H19 -1.276 -5.008 -0.691  0.516
H20 -0.579 -3.548 4.259  0.537
H21 0.040 -1.230 5.450  0.435
H22 -3.036 -3.987 2.479  0.430
H23 -3.637 -6.289 3.333  0.428
H24 -2.183 -8.154 2.987  0.456
H25 -0.014 -7.906 1.937  0.419
H26 0.709 -5.594 1.177  0.435
H27 1.962 0.323 -4.916  0.600
H28 2.277 2.636 -3.764  0.675
C45 -1.835 3.065 -3.179  -0.909
N5 -1.193 2.288 -2.117  0.558
C46 -1.218 3.037 -0.806  -0.936
C47 -1.649 0.853 -2.011  0.508
C48 -2.463 0.498 -0.836  0.003
C49 -3.857 0.571 -0.840  -0.478
C50 -4.640 0.428 0.315  -0.727
C51 -4.023 0.153 1.489  -1.132
C52 -2.636 -0.035 1.503  -0.214
C53 -1.778 0.117 0.327  1.287
H29 -1.504 4.128 -3.255  0.274
H30 -2.928 3.025 -3.030  0.359
H31 -1.755 2.499 -4.084  0.402
H32 -0.225 2.140 -2.420  -0.118
H33 -2.263 3.168 -0.477  0.508
H34 -0.727 4.027 -1.018  0.171
H35 -0.665 2.472 -0.005  0.335
H36 -0.707 0.283 -2.031  -1.386
H37 -2.168 0.707 -2.943  0.792
H38 -4.325 0.909 -1.811  0.220
H39 -5.703 0.596 0.150  0.369
H40 -4.631 0.049 2.397  0.444
H41 -2.174 -0.396 2.440  0.357

Formula: C4H10O2
Source: the Open Molecules 2025 dataset
Level of theory: ωB97M-V/def2-TZVPD

## Properties
F_max	0.40	eV/A
SMILES	C=C(O)COC.[H][H]
multiplicity	1
ΔE to the lowest compared entry with this formula, charge and spin	2.4536	eV
Kohn-Sham gap	9.6914	eV

Last column: Mulliken charge in e.
CARTESIAN COORDINATES (ANGSTROEM)
C1 -2.511 -0.055 -0.315  -1.008
C2 -1.318 -0.458 0.115  0.597
O1 -1.157 -1.152 1.270  -0.550
C3 -0.042 -0.273 -0.671  -0.412
O2 1.018 -0.158 0.258  -0.364
C4 2.288 -0.238 -0.348  -0.729
H1 -3.407 -0.268 0.256  0.290
H2 -2.604 0.480 -1.254  0.256
H3 -0.209 -1.119 1.479  0.402
H4 0.132 -1.153 -1.313  0.369
H5 -0.103 0.617 -1.313  0.336
H6 2.412 -1.195 -0.876  0.305
H7 2.441 0.582 -1.063  0.278
H8 3.033 -0.164 0.447  0.248
H9 0.231 2.058 0.872  -0.236
H10 -0.168 2.680 0.782  0.218